# 1
The following is a DFT calculation (ωB97M-V/def2-TZVPD) of a single C4H8O2 molecule.

Geometry as XYZ:
```
14
C4H8O2 | the Open Molecules 2025 dataset | ωB97M-V/def2-TZVPD
C 0.605 0.789 1.884
C -0.265 0.413 0.688
C 0.367 -0.642 -0.194
O 1.294 -1.342 0.156
C -0.211 -0.840 -1.592
O -1.317 0.006 -1.819
H 0.000 0.992 2.771
H 1.197 1.684 1.673
H 1.304 -0.021 2.109
H -0.529 1.272 0.064
H -1.235 -0.001 0.999
H 0.611 -0.648 -2.295
H -0.480 -1.902 -1.690
H -1.341 0.242 -2.752
```

Calculated values
**Energy relative to the best compared isomer or geometry (same formula, charge and spin)**: 23.4 kcal/mol
**HOMO level**: -9.7 eV
**Multiplicity**: 1
**LUMO energy**: 0.0250 Eh
**Orbital gap**: 10.34 eV
**Calculated total energy**: -8372.26562 eV


# 2
The following is a DFT calculation (ωB97M-V/def2-TZVPD) of an isolated ion of composition C23H47N4O and charge +1.

Geometry as XYZ:
```
75
C23H47N4O | the Open Molecules 2025 dataset | ωB97M-V/def2-TZVPD
C 0.143 4.008 -0.269
C -0.968 4.153 0.783
C -2.037 3.072 0.715
C -2.978 3.169 -0.500
C -2.591 2.301 -1.706
C -3.792 1.972 -2.588
C -4.756 0.914 -2.032
C -4.100 -0.403 -1.608
C -5.136 -1.361 -1.027
C -4.679 -2.818 -0.953
C -3.389 -3.112 -0.144
C -3.165 -2.274 1.120
C -2.431 -2.978 2.288
C -1.418 -4.044 1.904
N -0.504 -3.667 0.808
C 0.252 -2.613 0.747
N 1.074 -2.333 -0.306
C 1.562 -0.923 -0.097
C 2.782 -0.521 -0.910
C 3.504 0.685 -0.279
C 4.695 0.260 0.607
C 5.989 0.320 -0.192
N 7.129 -0.279 0.514
C 7.925 0.595 1.276
C 8.537 1.758 0.538
O 8.172 0.375 2.462
C 1.651 -1.009 1.418
N 0.369 -1.689 1.788
H -0.183 3.476 -1.157
H 0.518 4.979 -0.581
H 0.990 3.479 0.162
H -1.427 5.137 0.705
H -0.496 4.118 1.765
H -1.564 2.086 0.729
H -2.643 3.140 1.618
H -3.969 2.855 -0.166
H -3.081 4.206 -0.815
H -2.071 1.410 -1.355
H -1.876 2.849 -2.321
H -4.363 2.894 -2.712
H -3.465 1.681 -3.586
H -5.499 0.702 -2.800
H -5.278 1.330 -1.170
H -3.626 -0.862 -2.478
H -3.354 -0.160 -0.858
H -6.013 -1.331 -1.674
H -5.478 -1.031 -0.047
H -4.493 -3.143 -1.977
H -5.472 -3.455 -0.565
H -2.546 -2.956 -0.823
H -3.391 -4.174 0.095
H -2.648 -1.345 0.885
H -4.133 -1.962 1.507
H -3.160 -3.448 2.947
H -1.944 -2.222 2.897
H -0.802 -4.290 2.769
H -1.910 -4.958 1.596
H -0.468 -4.294 0.020
H 0.655 -2.531 -1.207
H 0.716 -0.291 -0.389
H 3.454 -1.371 -1.013
H 2.436 -0.245 -1.904
H 3.864 1.304 -1.099
H 2.800 1.295 0.278
H 4.535 -0.772 0.922
H 4.753 0.891 1.491
H 5.837 -0.193 -1.144
H 6.206 1.357 -0.437
H 6.816 -1.012 1.137
H 8.333 1.740 -0.528
H 8.160 2.695 0.942
H 9.610 1.724 0.698
H 2.426 -1.739 1.643
H 1.804 -0.092 1.968
H -0.400 -1.027 1.673
```

Calculated values
**Charge**: +1
**HOMO level**: -11.5 eV
**Multiplicity**: 1
**LUMO energy**: -0.1045 Eh
**Orbital gap**: 8.61 eV
**Calculated total energy**: -32616.19516 eV


# 3
The following is a DFT calculation (ωB97M-V/def2-TZVPD) of an isolated ion of composition CH6N3O2 and charge +1.

Geometry as XYZ:
```
12
CH6N3O2 | the Open Molecules 2025 dataset | ωB97M-V/def2-TZVPD
N -0.610 -1.530 0.003
C -0.159 -0.318 -0.098
N -0.692 0.923 0.025
O -2.030 1.030 -0.067
N 1.268 -0.266 0.087
O 1.985 0.937 0.073
H -1.618 -1.788 -0.249
H -0.018 -2.253 0.173
H -0.108 1.771 0.099
H -2.228 1.619 -0.834
H 1.883 -1.116 -0.277
H 2.326 0.992 1.066
```

Calculated values
**Energy relative to the best compared isomer or geometry (same formula, charge and spin)**: 18.3 kcal/mol
**Charge**: +1
**HOMO level**: -14.7 eV
**Multiplicity**: 1
**LUMO energy**: -0.1290 Eh
**Orbital gap**: 11.16 eV
**Calculated total energy**: -9689.17402 eV


# 4
The following is a DFT calculation (ωB97M-V/def2-TZVPD) of a 14-piece molecular cluster, C6H37NO14 overall.

Geometry as XYZ:
```
58
C6H37NO14 | the Open Molecules 2025 dataset | ωB97M-V/def2-TZVPD
C -0.736 0.519 -1.291
C -1.220 -0.559 -2.273
C -2.537 -1.228 -1.994
C -3.340 -1.026 -0.964
C -0.081 0.061 -0.020
N 1.080 0.574 0.366
C 1.876 1.620 -0.269
O -0.573 -0.840 0.731
H -0.063 1.176 -1.828
H -1.580 1.129 -0.991
H -1.328 -0.053 -3.222
H -0.410 -1.267 -2.410
H -2.841 -1.878 -2.815
H -3.104 -0.377 -0.128
H -4.298 -1.541 -0.893
H 1.452 0.266 1.237
H 1.713 2.573 0.231
H 1.636 1.747 -1.306
H 2.926 1.351 -0.214
H 1.352 0.351 3.843
H -0.083 0.842 3.717
O 0.843 1.167 3.798
H -2.057 2.802 -0.214
H -0.972 3.654 -0.893
O -1.768 3.114 -1.073
H 0.258 -3.917 -0.436
H 1.034 -4.996 -1.275
O 1.136 -4.129 -0.847
H -1.911 2.130 -3.998
H -1.483 2.167 -2.541
O -1.309 1.695 -3.399
H -2.203 -0.665 3.359
H -1.264 -0.302 2.192
O -1.670 0.054 3.017
H -2.389 1.570 2.572
H -3.231 2.789 3.054
O -2.708 2.458 2.317
H 1.075 -1.843 2.252
H 2.439 -2.551 2.272
O 1.914 -1.856 2.722
H -0.542 3.244 2.100
H 0.748 2.591 2.706
O 0.442 3.360 2.191
H 2.388 -3.911 0.436
H 3.788 -3.399 0.439
O 3.093 -3.642 1.053
H 1.305 3.866 -0.814
H 0.626 4.011 0.548
O 0.563 4.318 -0.399
H 2.339 -0.898 -2.938
H 2.310 -0.409 -4.407
O 2.032 -0.154 -3.517
H -1.956 -3.410 -0.434
H -1.045 -2.483 0.410
O -1.182 -3.431 0.192
H 2.633 -1.449 -0.858
H 2.157 -2.783 -1.514
O 2.804 -2.049 -1.604
```

Calculated values
**Energy relative to the best compared isomer or geometry (same formula, charge and spin)**: 12.2 kcal/mol
**HOMO level**: -9.6 eV
**Multiplicity**: 1
**LUMO energy**: 0.0072 Eh
**Orbital gap**: 9.78 eV
**Calculated total energy**: -36979.26440 eV


# 5
The following is a DFT calculation (ωB97M-V/def2-TZVPD) of a 3-piece molecular cluster, C25H37ClN3O9P overall.

Geometry as XYZ:
```
76
C25H37ClN3O9P | the Open Molecules 2025 dataset | ωB97M-V/def2-TZVPD
C 0.660 2.666 0.460
C 0.525 1.253 -0.107
C -0.473 1.169 -1.272
C -1.184 -0.187 -1.257
C -1.589 -0.704 -2.637
C -0.555 -1.631 -3.254
C -0.345 -2.960 -2.499
O -1.338 -3.169 -1.471
P -0.788 -3.742 -0.117
O 0.347 -3.019 0.462
O -2.074 -3.745 0.798
C -2.244 -2.566 1.604
C -3.725 -2.304 1.856
C -4.080 -2.255 3.323
Cl -4.176 -3.885 4.041
O -0.493 -5.260 -0.423
C 0.396 -5.917 0.498
C 1.718 -6.218 -0.204
C 2.925 -6.121 0.701
N 2.886 -6.851 1.965
O 3.919 -5.491 0.392
H 1.626 2.764 0.948
H -0.088 2.778 1.236
H 0.586 3.434 -0.303
H 1.466 0.790 -0.369
H 0.109 0.639 0.691
H -1.197 1.975 -1.194
H 0.084 1.223 -2.205
H -0.458 -0.887 -0.855
H -2.014 -0.182 -0.557
H -1.801 0.122 -3.312
H -2.512 -1.274 -2.554
H -0.837 -1.866 -4.275
H 0.406 -1.126 -3.329
H 0.658 -2.988 -2.083
H -0.418 -3.775 -3.209
H -1.758 -2.712 2.563
H -1.808 -1.686 1.154
H -4.339 -3.066 1.387
H -4.019 -1.355 1.414
H -3.402 -1.638 3.900
H -5.064 -1.816 3.433
H 0.529 -5.355 1.415
H -0.092 -6.848 0.765
H 1.894 -5.556 -1.043
H 1.676 -7.235 -0.589
H 2.830 -7.839 1.733
H 2.012 -6.622 2.429
O 4.791 2.476 -2.415
N 4.484 2.635 -1.253
O 3.457 2.237 -0.747
C 5.423 3.371 -0.392
C 6.588 3.870 -0.942
C 7.460 4.577 -0.130
C 7.160 4.771 1.212
C 5.987 4.254 1.747
C 5.109 3.548 0.942
H 6.816 3.715 -1.985
H 8.374 4.978 -0.545
H 7.841 5.326 1.842
H 5.756 4.403 2.792
H 4.195 3.145 1.351
O -2.235 2.716 1.864
N -3.145 2.421 1.122
O -3.563 1.291 0.961
C -3.776 3.500 0.351
C -3.290 4.787 0.482
C -3.874 5.799 -0.262
C -4.929 5.513 -1.118
C -5.407 4.214 -1.230
C -4.828 3.196 -0.491
H -2.468 5.002 1.148
H -3.503 6.810 -0.176
H -5.380 6.305 -1.701
H -6.230 3.994 -1.895
H -5.193 2.183 -0.576
```

Calculated values
**HOMO level**: -10.0 eV
**Multiplicity**: 1
**LUMO energy**: -0.0230 Eh
**Orbital gap**: 9.34 eV
**Calculated total energy**: -71231.43967 eV


# 6
The following is a DFT calculation (ωB97M-V/def2-TZVPD) of C25H18BrN5O3PtS2 as an isolated structure.

Geometry as XYZ:
```
55
C25H18BrN5O3PtS2 | the Open Molecules 2025 dataset | ωB97M-V/def2-TZVPD
Pt -2.046 0.462 0.412
O -3.165 -3.346 -1.541
C -3.163 -4.126 -0.437
C -3.415 -5.485 -0.632
C -3.435 -6.351 0.440
C -3.204 -5.884 1.734
C -2.945 -4.544 1.928
C -2.915 -3.644 0.857
C -2.610 -2.217 1.116
O -2.736 -1.385 0.100
N -2.246 -1.857 2.303
N -1.981 -0.491 2.344
C -1.546 -0.047 3.457
S -1.274 -1.110 4.823
C -1.010 0.257 5.982
C -0.281 1.359 5.241
S -1.168 1.645 3.689
H -3.034 -2.424 -1.247
H -3.601 -5.826 -1.643
H -3.633 -7.403 0.271
H -3.230 -6.562 2.576
H -2.758 -4.156 2.920
H -0.432 -0.125 6.822
H -1.979 0.604 6.338
H 0.745 1.074 5.014
H -0.286 2.297 5.795
Br 1.219 2.025 -7.019
C 2.165 2.376 -5.420
C 3.409 1.805 -5.225
C 4.093 2.068 -4.047
C 3.525 2.857 -3.058
C 2.288 3.454 -3.286
C 1.609 3.219 -4.469
N 4.363 3.124 -1.910
N 3.905 3.287 -0.770
C 2.567 2.908 -0.413
C 1.903 3.795 0.392
C 0.554 3.627 0.754
C -0.141 2.517 0.342
O -1.427 2.340 0.596
C 0.590 1.504 -0.359
N -0.083 0.337 -0.580
C 0.528 -0.690 -1.109
C 1.891 -0.632 -1.456
C 2.580 0.532 -1.272
C 1.934 1.671 -0.730
H 3.848 1.179 -5.990
H 5.080 1.654 -3.876
H 1.864 4.126 -2.552
H 0.651 3.686 -4.652
H 2.444 4.681 0.707
H 0.040 4.365 1.357
H -0.059 -1.592 -1.245
H 2.377 -1.509 -1.859
H 3.632 0.574 -1.519
```

Calculated values
**Energy relative to the best compared isomer or geometry (same formula, charge and spin)**: 32.4 kcal/mol
**HOMO level (spin up / spin down)**: -7.7 / -7.7 eV
**Multiplicity**: 1
**LUMO energy (spin up / spin down)**: -0.0283 / -0.0282 Eh
**Orbital gap (spin up / spin down)**: 6.93 / 6.93 eV
**Calculated total energy**: -134767.83366 eV


# 7
The following is a DFT calculation (ωB97M-V/def2-TZVPD) of C44H68BN8OS2Ti as an isolated structure.

Geometry as XYZ:
```
125
C44H68BN8OS2Ti | the Open Molecules 2025 dataset | ωB97M-V/def2-TZVPD
Ti 0.144 -0.522 0.839
C 4.419 2.244 -2.345
C 2.967 2.461 -2.082
C 2.276 3.590 -2.411
C 0.952 3.371 -1.999
N 0.840 2.171 -1.424
N 2.092 1.597 -1.483
B 2.404 0.094 -1.295
N 2.964 -0.396 0.084
N 2.222 -0.697 1.221
C 3.119 -1.148 2.150
C 4.383 -1.146 1.591
C 4.254 -0.703 0.292
C 5.365 -0.679 -0.704
C 2.916 -1.580 3.598
C 3.118 -0.364 4.526
C 1.557 -2.215 3.858
C 3.999 -2.612 3.958
N 1.243 -0.864 -1.742
N -0.079 -0.901 -1.308
C -0.744 -1.686 -2.210
C 0.176 -2.211 -3.111
C 1.407 -1.675 -2.799
C 2.679 -1.916 -3.543
C -2.243 -1.827 -2.553
C -3.299 -1.356 -1.550
C -2.587 -3.282 -2.914
C -2.436 -0.953 -3.814
C -0.153 4.385 -2.250
C -1.560 3.785 -2.204
C 0.052 4.971 -3.658
C -0.038 5.533 -1.236
H 4.774 3.044 -2.991
H 4.624 1.295 -2.838
H 4.995 2.294 -1.420
H 2.686 4.454 -2.907
H 3.294 -0.122 -2.043
H 5.299 -1.465 2.059
H 6.237 -1.147 -0.252
H 5.642 0.326 -0.995
H 5.111 -1.229 -1.608
H 2.222 0.255 4.590
H 3.951 0.258 4.194
H 3.339 -0.715 5.536
H 0.770 -1.694 3.331
H 1.322 -2.196 4.925
H 1.533 -3.252 3.526
H 4.976 -2.148 4.098
H 4.093 -3.381 3.190
H 3.729 -3.092 4.901
H -0.026 -2.847 -3.956
H 2.494 -2.657 -4.318
H 3.465 -2.290 -2.888
H 3.039 -1.006 -4.020
H -3.241 -1.877 -0.590
H -4.278 -1.595 -1.966
H -3.286 -0.270 -1.413
H -2.679 -3.910 -2.024
H -1.857 -3.738 -3.581
H -3.551 -3.296 -3.424
H -2.127 0.078 -3.624
H -3.490 -0.950 -4.101
H -1.857 -1.329 -4.656
H -1.591 2.805 -2.687
H -2.251 4.443 -2.733
H -1.936 3.698 -1.186
H 0.055 4.184 -4.415
H 0.984 5.530 -3.739
H -0.762 5.662 -3.885
H -0.129 5.188 -0.203
H -0.825 6.270 -1.414
H 0.926 6.037 -1.332
C -0.997 2.282 1.192
C -1.864 1.482 0.234
N -1.921 0.076 0.674
C -2.999 -0.233 1.624
C -2.744 0.306 3.021
S -1.103 -0.229 3.587
C -0.229 1.328 3.961
C 0.743 1.776 2.863
N 0.216 1.482 1.517
H -1.516 2.521 2.113
H -0.701 3.219 0.727
H -1.372 1.500 -0.734
H -2.864 1.911 0.140
H -2.118 -0.461 -0.160
H -3.068 -1.319 1.693
H -3.953 0.144 1.247
H -3.470 -0.126 3.707
H -2.831 1.387 3.084
H 0.320 1.147 4.883
H -0.980 2.083 4.191
H 1.690 1.255 2.965
H 0.938 2.845 2.966
H 0.913 1.757 0.813
O -0.341 -2.401 1.207
S -1.109 -3.489 0.427
C -2.145 -4.407 1.632
C -2.132 -3.892 3.040
C -1.050 -4.154 3.876
C -1.082 -3.755 5.204
C -2.198 -3.102 5.712
C -3.287 -2.854 4.888
C -3.252 -3.245 3.556
C 0.141 -4.726 -0.075
C 0.768 -5.566 0.988
C 1.901 -5.117 1.663
C 2.481 -5.903 2.649
C 1.935 -7.139 2.968
C 0.822 -7.603 2.280
C 0.248 -6.823 1.289
H -1.786 -5.435 1.595
H -3.145 -4.363 1.200
H -0.184 -4.686 3.493
H -0.240 -3.975 5.849
H -2.229 -2.810 6.754
H -4.174 -2.379 5.288
H -4.127 -3.096 2.931
H 0.866 -4.102 -0.603
H -0.402 -5.324 -0.812
H 2.336 -4.157 1.400
H 3.370 -5.560 3.161
H 2.391 -7.750 3.736
H 0.412 -8.580 2.503
H -0.592 -7.215 0.723
```

Calculated values
**<S²>**: 0.752
**Energy relative to the best compared isomer or geometry (same formula, charge and spin)**: 9.9 kcal/mol
**Charge**: +2
**HOMO level (spin up / spin down)**: -13.1 / -13.1 eV
**Multiplicity**: 2
**LUMO energy (spin up / spin down)**: -0.1969 / -0.1829 Eh
**Orbital gap (spin up / spin down)**: 7.76 / 8.14 eV
**Calculated total energy**: -106154.60095 eV


# 8
The following is a DFT calculation (ωB97M-V/def2-TZVPD) of a 2-piece molecular cluster, C4H7NO overall.

Geometry as XYZ:
```
13
C4H7NO | the Open Molecules 2025 dataset | ωB97M-V/def2-TZVPD
C 1.988 0.418 -0.035
O 1.173 -0.738 0.236
C 0.196 -0.590 -0.631
C -1.900 -0.439 0.212
C -1.023 0.987 0.400
N -0.783 2.073 0.808
H 1.457 1.338 -0.301
H 2.634 0.268 -0.918
H 2.455 0.411 0.927
H 0.389 -1.457 -1.265
H -1.561 -1.490 -0.125
H -2.358 -0.700 1.158
H -2.668 -0.081 -0.467
```

Calculated values
**Energy relative to the best compared isomer or geometry (same formula, charge and spin)**: 182.0 kcal/mol
**HOMO level**: -8.1 eV
**Multiplicity**: 1
**LUMO energy**: 0.0049 Eh
**Orbital gap**: 8.19 eV
**Calculated total energy**: -7791.75075 eV


Which max |F| belongs to each record? In order, 0.49; 1.79; 6.67; 2.15; 1.72; 1.23; 1.28; 3.44 eV/Å.